{"formula": "C18H28ClNOSn", "method": "ωB97M-V with the def2-TZVPD basis set", "charge": 2, "fmax_ev_per_a": 1.91, "e_tot_ev": -40992.3671, "e_lumo_ev": [-10.13, -10.18], "homo_energy_ev": [-14.68, -14.59], "orbital_gap_ha": [0.1673, 0.1623], "symbols": ["Sn", "Cl", "O", "N", "C", "C", "C", "C", "C", "C", "C", "C", "C", "C", "C", "C", "C", "C", "C", "C", "C", "C", "H", "H", "H", "H", "H", "H", "H", "H", "H", "H", "H", "H", "H", "H", "H", "H", "H", "H", "H", "H", "H", "H", "H", "H", "H", "H", "H", "H"], "positions_angstrom": [[0.137, 0.183, 0.219], [0.034, -0.071, -3.592], [0.241, 0.204, 2.604], [0.460, 1.224, 4.592], [1.456, 0.699, -5.804], [2.135, -1.404, -0.274], [0.287, 2.648, 2.611], [0.084, 0.149, -5.413], [0.572, 2.431, 5.390], [-2.476, -0.701, 2.168], [-2.595, 0.498, 1.428], [-0.146, -1.199, -6.100], [-2.598, 0.153, 0.028], [-1.014, 1.130, -5.827], [-2.479, -1.276, -0.065], [1.244, -2.535, -0.299], [2.454, -1.135, 1.113], [-2.451, -1.788, 1.259], [1.762, -2.076, 1.906], [1.056, -2.960, 1.044], [0.334, 1.296, 3.252], [0.486, -0.061, 5.307], [-2.779, 0.829, -0.797], [-2.501, -0.778, 3.261], [-1.001, 1.300, -6.912], [0.627, -1.926, -5.834], [-0.115, -1.093, -7.194], [-2.459, -2.843, 1.516], [0.636, 0.152, 6.378], [-0.591, 3.196, 2.990], [1.523, 0.855, -6.889], [0.216, 2.605, 1.524], [1.317, -0.699, 4.961], [-2.711, 1.501, 1.825], [0.509, -3.841, 1.341], [1.433, 3.005, 5.045], [2.601, -0.949, -1.140], [1.833, -2.177, 2.993], [1.194, 3.213, 2.856], [-1.129, -1.615, -5.855], [2.259, 0.005, -5.535], [0.702, 2.161, 6.438], [-0.468, -0.606, 5.193], [-2.509, -1.860, -0.982], [-0.336, 3.026, 5.268], [1.652, 1.668, -5.332], [-2.009, 0.746, -5.580], [-0.883, 2.108, -5.352], [3.147, -0.369, 1.450], [0.860, -3.021, -1.188]], "atomic_forces_ev_per_a": [[0.152, -0.989, 0.344], [-0.034, -0.106, 0.314], [-0.126, 0.285, -1.138], [-0.102, -0.299, -1.284], [0.291, 0.083, 0.305], [-0.883, 0.065, -0.206], [-0.014, 0.242, 0.207], [0.070, 0.282, -1.893], [0.013, 0.543, -0.105], [-0.719, 0.269, 0.081], [-0.019, -0.427, -0.266], [-0.064, -0.364, 0.258], [0.698, 0.727, 0.830], [-0.252, 0.180, 0.299], [0.361, -0.854, 0.373], [-0.029, 0.569, 0.263], [-0.285, -0.178, 0.402], [0.086, 0.147, -0.334], [0.366, -0.567, -0.191], [0.456, 0.787, 0.136], [0.036, -0.722, 1.681], [-0.025, -0.424, 0.111], [-0.045, -0.012, 0.014], [0.084, 0.031, -0.633], [0.212, -0.214, 0.239], [-0.123, 0.111, 0.058], [0.044, 0.262, 0.322], [0.107, 0.245, -0.011], [-0.081, -0.165, -0.602], [0.374, -0.026, -0.133], [-0.273, -0.127, 0.225], [-0.045, -0.108, 0.085], [-0.389, 0.304, 0.062], [-0.021, -0.202, -0.075], [-0.066, 0.063, 0.055], [-0.073, 0.110, 0.291], [0.017, -0.068, 0.055], [-0.094, 0.130, -0.577], [-0.263, 0.018, 0.011], [0.156, 0.061, 0.065], [-0.143, 0.095, 0.041], [-0.031, 0.159, -0.234], [0.458, 0.255, -0.048], [-0.041, 0.182, 0.218], [0.133, 0.103, 0.250], [-0.050, -0.162, 0.006], [0.166, 0.039, 0.051], [-0.004, -0.167, 0.008], [-0.099, -0.239, -0.020], [0.111, 0.072, 0.088]], "lowdin_charge": [1.58, 0.54, -0.18, -0.12, -0.12, -0.23, 0.01, -0.92, -0.01, -0.06, -0.11, -0.11, -0.15, -0.12, -0.09, -0.09, -0.14, -0.04, -0.09, -0.04, -0.44, 0.01, 0.12, 0.13, 0.10, 0.08, 0.10, 0.13, 0.10, 0.12, 0.10, 0.04, 0.10, 0.12, 0.12, 0.11, 0.11, 0.12, 0.11, 0.08, 0.08, 0.10, 0.10, 0.13, 0.11, 0.08, 0.08, 0.08, 0.13, 0.12]}

***

{"formula": "C20H59ClN5O11", "method": "ωB97M-V with the def2-TZVPD basis set", "charge": -1, "fmax_ev_per_a": 3.18, "e_tot_ev": -64183.1898, "e_lumo_ev": 2.65, "e_above_lowest_ev": 1.776, "homo_energy_ev": -6.00, "orbital_gap_ha": 0.3179, "symbols": ["Cl", "O", "O", "O", "O", "O", "O", "O", "O", "O", "O", "O", "N", "N", "N", "N", "N", "C", "C", "C", "C", "C", "C", "C", "C", "C", "C", "C", "C", "C", "C", "C", "C", "C", "C", "C", "C", "H", "H", "H", "H", "H", "H", "H", "H", "H", "H", "H", "H", "H", "H", "H", "H", "H", "H", "H", "H", "H", "H", "H", "H", "H", "H", "H", "H", "H", "H", "H", "H", "H", "H", "H", "H", "H", "H", "H", "H", "H", "H", "H", "H", "H", "H", "H", "H", "H", "H", "H", "H", "H", "H", "H", "H", "H", "H", "H"], "positions_angstrom": [[-0.453, -0.455, 0.133], [2.274, -2.613, 3.457], [2.000, -3.625, -5.918], [0.104, 0.291, 1.219], [1.030, 3.731, 2.630], [-3.276, 1.065, 4.407], [0.092, 3.258, -0.075], [-0.950, 4.055, -5.649], [-2.670, -3.220, -0.728], [0.330, -0.433, -1.045], [-0.522, -1.859, 0.576], [-1.744, 0.009, -0.248], [1.320, 1.386, -4.425], [-5.623, -0.918, 4.798], [-0.147, -1.454, -3.836], [1.538, -5.969, 1.620], [3.180, 2.193, 2.017], [-2.740, 0.511, 3.220], [2.204, -4.675, 1.938], [3.224, 2.829, 3.283], [-7.018, 0.810, 3.805], [2.269, 4.026, 3.204], [0.066, 1.963, -4.699], [0.262, 3.476, -5.157], [2.497, -3.923, 0.654], [3.261, -2.953, -5.836], [-0.821, 1.983, -3.460], [1.449, -3.738, 3.012], [4.727, 3.105, 3.666], [1.468, -1.745, 4.302], [-4.645, 1.398, 4.415], [0.404, -3.774, -3.180], [0.763, -2.538, -4.092], [0.814, -2.857, -5.636], [-5.583, 0.260, 3.916], [0.140, 3.018, 3.501], [-0.668, 5.195, -6.457], [-2.902, -0.566, 3.195], [-0.022, -3.461, -5.990], [0.648, 4.111, -4.360], [-1.843, -2.976, -0.311], [0.261, 5.092, -7.018], [0.978, 3.403, -5.976], [-7.128, 1.688, 3.169], [-5.170, 0.019, 2.936], [4.134, -3.599, -5.935], [5.339, 2.203, 3.684], [-0.185, 2.326, -2.643], [2.034, -6.509, 0.926], [4.805, 3.504, 4.678], [-3.007, -2.400, -1.090], [1.206, -4.481, -2.970], [3.204, -4.995, 2.233], [2.835, 2.054, 3.943], [-0.500, 6.005, -5.746], [1.666, -2.038, -3.741], [0.938, -1.923, -6.183], [2.097, -0.872, 4.472], [-1.498, 5.606, -7.031], [-4.755, -1.421, 4.681], [1.736, -4.007, -0.122], [-0.394, 1.349, -5.474], [2.610, -2.854, 0.835], [-1.656, 0.605, 3.279], [3.783, 1.386, 1.937], [1.269, -2.230, 5.258], [-1.740, 2.553, -3.595], [-0.770, 2.901, 2.912], [5.135, 3.822, 2.953], [-1.129, 0.984, -3.151], [1.072, -4.349, 3.832], [2.240, 1.873, 1.832], [-7.321, 1.029, 4.828], [-4.994, 1.688, 5.406], [-4.753, 2.243, 3.734], [0.170, -0.616, -4.301], [3.377, -2.479, -4.861], [2.071, 4.410, 4.205], [0.637, -5.804, 1.193], [3.324, -2.103, -6.517], [0.588, -1.311, 3.828], [-0.119, -3.447, -2.282], [0.164, 2.339, 0.180], [-0.045, -1.174, -2.871], [0.447, 1.984, 3.655], [-0.222, 3.702, 0.714], [2.046, 2.045, -4.667], [-6.295, -1.601, 4.480], [0.512, -3.403, 2.567], [-3.143, 1.013, 2.341], [-0.067, 3.421, 4.492], [-0.223, -4.426, -3.788], [3.445, -4.346, 0.322], [-7.651, 0.019, 3.402], [1.506, 1.352, -3.433], [2.699, 4.842, 2.623]], "atomic_forces_ev_per_a": [[-0.921, -3.036, 0.151], [-1.944, -0.877, -0.134], [0.720, -0.754, -0.399], [0.398, 1.085, 0.218], [-0.800, -0.393, 0.768], [0.206, -0.015, 1.235], [-0.146, 0.291, -0.590], [0.133, -0.395, -0.961], [-0.557, -0.652, -0.232], [1.931, 0.672, -0.860], [-0.125, 0.785, 0.068], [-1.074, 0.569, 0.671], [2.403, -0.256, 0.687], [0.607, 0.293, -0.003], [-1.952, 0.533, -0.135], [-0.758, 0.456, 1.133], [0.238, -0.263, -2.109], [0.051, -0.100, 0.433], [-0.256, 0.267, -0.194], [0.921, -0.855, 0.532], [0.649, -0.539, 0.116], [0.646, 0.345, 0.887], [-2.101, 2.231, 0.185], [-0.918, -1.465, -0.634], [0.222, 0.688, -0.069], [-0.991, 0.836, 0.908], [0.108, -0.822, 0.124], [0.686, -1.062, -0.880], [-1.460, 0.483, 0.092], [1.487, 0.129, -0.593], [-0.475, -1.093, -0.755], [0.062, 0.296, -1.587], [0.270, -0.361, 0.245], [2.038, 0.251, 1.717], [-0.116, 0.855, -0.229], [-0.100, -0.810, -1.176], [0.245, 0.707, 1.665], [-0.362, -0.136, -0.359], [-0.028, 0.201, 0.136], [0.238, -0.210, 0.320], [0.423, 0.408, 0.298], [-0.207, -0.206, -0.426], [0.315, 0.342, -0.197], [0.204, -0.002, 0.069], [-0.357, -0.237, -0.336], [-0.528, -0.450, -0.412], [-0.258, -0.160, -0.348], [-0.405, 0.549, 0.231], [0.489, 0.241, 0.038], [-0.085, 0.263, 0.014], [0.062, 0.271, -0.056], [0.549, 0.611, 0.298], [-0.149, 0.295, 1.108], [-0.165, 0.479, 1.223], [0.442, 0.444, 0.110], [1.177, -1.142, -0.480], [-0.554, 0.274, -0.109], [0.212, -0.076, 0.259], [-0.210, -0.988, -0.288], [0.441, 0.054, 0.306], [-0.104, -0.215, 0.100], [-0.339, 0.530, -0.435], [0.256, 0.050, 0.013], [-0.090, 0.349, -0.153], [0.090, -0.023, 0.204], [-0.303, -0.045, -0.020], [0.266, 0.265, 0.062], [-0.226, 0.294, 0.287], [0.151, -0.033, 0.017], [0.009, -0.172, -0.153], [0.595, -0.145, 0.560], [-0.129, 0.014, -0.332], [-0.324, 0.134, -0.053], [0.562, 0.039, 0.228], [-0.429, 0.233, -0.170], [0.171, -0.046, -0.518], [-0.024, -0.071, 0.315], [0.246, 0.177, 0.380], [-0.273, 0.206, 0.008], [-0.031, -0.099, -0.572], [-0.309, -0.648, -0.267], [0.097, -0.132, -0.053], [0.032, -0.417, 0.171], [-0.304, -0.265, 0.383], [0.460, -0.146, 0.035], [0.176, 0.091, 0.222], [0.399, -0.023, -0.739], [-0.464, 0.200, -0.213], [0.132, 0.553, -0.512], [0.163, -0.123, -0.242], [0.205, 0.693, -0.126], [-0.733, 0.175, 0.158], [-0.027, 0.300, -0.656], [-0.198, 0.056, 0.048], [-0.439, -0.455, 0.525], [0.162, -0.148, -0.199]], "lowdin_charge": [0.63, -0.19, -0.22, -0.35, -0.20, -0.20, -0.05, -0.19, -0.07, -0.35, -0.38, -0.33, 0.03, 0.04, 0.03, 0.01, 0.04, -0.10, -0.39, -0.45, -0.07, -0.21, -0.44, -0.18, -0.08, -0.11, -0.05, -0.16, -0.05, -0.09, -0.20, -0.02, -0.40, -0.15, -0.44, -0.08, -0.12, 0.09, 0.12, 0.13, -0.03, 0.08, 0.10, 0.07, 0.12, 0.08, 0.07, 0.07, 0.06, 0.06, 0.02, 0.06, 0.12, 0.12, 0.08, 0.12, 0.11, 0.07, 0.08, 0.06, 0.07, 0.13, 0.07, 0.06, 0.08, 0.08, 0.08, 0.08, 0.07, 0.06, 0.11, 0.06, 0.08, 0.12, 0.12, 0.02, 0.07, 0.12, 0.06, 0.08, 0.08, 0.06, -0.01, 0.02, 0.07, 0.01, 0.07, 0.06, 0.10, 0.10, 0.09, 0.06, 0.07, 0.07, 0.08, 0.13]}

***

{"formula": "C3H3NO2", "method": "ωB97M-V with the def2-TZVPD basis set", "fmax_ev_per_a": 3.01, "e_tot_ev": -8743.1104, "e_lumo_ev": 0.63, "e_above_lowest_ev": 2.021, "homo_energy_ev": -9.34, "orbital_gap_ha": 0.3665, "symbols": ["O", "O", "N", "C", "C", "C", "H", "H", "H"], "positions_angstrom": [[0.835, 1.752, -0.490], [-0.928, -3.390, -1.190], [1.244, 2.323, 1.736], [-0.843, -1.016, -0.792], [1.059, 2.015, 0.594], [-0.926, -2.271, -0.999], [1.563, 1.856, 2.591], [-0.804, -0.334, -1.617], [-1.200, -0.936, 0.166]], "atomic_forces_ev_per_a": [[-0.525, -0.262, -2.886], [-0.178, -2.672, -0.205], [0.332, 0.300, 1.358], [0.236, 0.786, -1.206], [0.525, -0.343, 2.694], [0.565, -0.282, -1.205], [-0.325, 0.334, -1.182], [0.068, 0.475, 0.222], [-0.697, 1.663, 2.410]], "lowdin_charge": [0.17, 0.20, 0.17, 0.01, -0.44, -0.32, 0.10, 0.07, 0.04]}

***

{"formula": "C22H34CdCl2N5O4", "method": "ωB97M-V with the def2-TZVPD basis set", "charge": -1, "fmax_ev_per_a": 4.39, "e_tot_ev": -68612.8374, "e_lumo_ev": [1.89, 1.89], "e_above_lowest_ev": 6.376, "homo_energy_ev": [-2.62, -0.67], "orbital_gap_ha": [0.1657, 0.0941], "symbols": ["Cd", "Cl", "Cl", "O", "O", "O", "O", "N", "N", "N", "N", "N", "C", "C", "C", "C", "C", "C", "C", "C", "C", "C", "C", "C", "C", "C", "C", "C", "C", "C", "C", "C", "C", "C", "H", "H", "H", "H", "H", "H", "H", "H", "H", "H", "H", "H", "H", "H", "H", "H", "H", "H", "H", "H", "H", "H", "H", "H", "H", "H", "H", "H", "H", "H", "H", "H", "H", "H"], "positions_angstrom": [[-1.266, 0.536, 1.419], [-3.737, 0.120, 1.905], [-0.344, 2.716, 0.633], [-0.357, -1.454, 1.050], [2.218, -1.265, -0.993], [1.014, 1.014, 3.045], [0.282, -1.143, -3.039], [2.595, 0.988, -1.170], [1.086, -0.238, 4.992], [0.325, -3.335, -0.033], [-2.484, -1.852, 3.857], [-0.790, -0.291, 3.537], [-0.282, -0.389, -3.836], [0.492, 2.917, -5.640], [0.460, 0.185, 3.821], [0.880, -3.943, -1.243], [-0.074, -2.067, -0.003], [2.608, 1.154, 0.275], [0.688, 3.239, -3.249], [-3.168, -0.853, -0.744], [-4.197, 2.531, -0.729], [0.075, 1.019, -4.139], [-0.658, -1.785, 5.417], [-3.044, 0.437, 0.197], [2.390, -0.257, -1.693], [0.315, -4.050, 1.230], [0.900, 3.716, -4.556], [0.546, -1.211, 5.743], [-0.050, 1.631, -5.407], [3.370, 1.950, -1.937], [0.235, 1.924, -3.045], [-1.314, -1.270, 4.249], [-3.089, 1.534, -0.748], [2.358, 0.337, 5.366], [2.697, 0.982, 4.575], [-1.371, -0.546, -4.023], [0.087, -4.130, -1.990], [-1.116, -2.586, 5.979], [1.111, -1.528, 6.619], [-3.687, -1.767, -0.376], [-3.950, 3.570, -0.447], [1.260, -4.598, 1.326], [-3.083, -1.325, 3.201], [3.167, 1.813, -3.005], [0.067, 1.576, -2.011], [2.319, 2.180, 0.512], [2.411, -0.283, -2.790], [3.604, 0.942, 0.694], [-2.945, -2.469, 4.497], [-0.517, 1.064, -6.232], [3.092, -0.445, 5.550], [-4.923, 2.140, 0.035], [-3.704, -0.643, -1.683], [4.450, 1.813, -1.756], [2.265, 0.915, 6.283], [-2.382, 1.522, -1.623], [1.624, -3.254, -1.679], [1.279, 4.741, -4.709], [0.508, 3.364, -6.662], [0.860, 3.882, -2.367], [3.090, 2.967, -1.634], [1.877, 0.484, 0.738], [1.345, -4.893, -0.948], [0.191, -3.303, 2.016], [-0.534, -4.746, 1.238], [-4.742, 2.649, -1.682], [-0.161, -1.578, -0.970], [-2.172, -1.056, -1.210]], "atomic_forces_ev_per_a": [[2.188, 1.182, -0.736], [-2.873, 1.026, -0.551], [-0.030, 0.132, 0.239], [0.333, -1.019, -0.104], [0.403, 1.039, -0.571], [-1.180, -2.253, 2.341], [1.072, -1.236, 1.866], [0.348, -0.604, -0.028], [0.036, -0.037, -0.119], [-0.193, 0.238, 0.548], [0.364, 1.031, -0.100], [-0.026, -0.344, 0.556], [-2.006, 2.210, -1.866], [-0.811, -0.175, 0.000], [1.025, 2.391, -2.267], [-0.206, 0.162, -0.300], [0.030, 0.608, -0.329], [-0.092, -0.037, -0.052], [-0.276, -0.614, 0.214], [0.083, -0.149, -0.294], [-0.900, -0.043, 0.641], [-1.087, 0.011, 0.911], [0.929, 0.548, 0.013], [1.534, -2.840, -2.972], [0.359, -0.281, 1.000], [0.165, -0.206, -0.424], [0.028, 0.212, 0.121], [-1.328, -1.017, 0.180], [0.632, 0.525, -0.858], [-0.196, -0.076, 0.046], [1.267, 0.569, 0.151], [-0.532, -0.543, -0.084], [-0.997, 1.551, 0.240], [0.398, 0.024, 0.461], [0.053, 0.159, -0.329], [0.177, -0.374, -0.733], [0.364, 0.018, 0.312], [0.214, 0.065, 0.117], [-0.092, 0.135, -0.235], [0.817, 0.455, 0.361], [0.279, -0.294, 0.114], [-0.229, 0.050, 0.224], [0.637, -0.603, 0.277], [0.001, 0.144, 0.232], [0.157, 0.175, -0.643], [0.024, -0.153, 0.010], [0.012, -0.068, 0.201], [-0.054, -0.042, -0.042], [0.002, -0.095, 0.156], [0.572, 0.206, 0.356], [0.034, -0.114, -0.148], [0.288, 0.663, -0.655], [-0.449, 0.439, 0.465], [-0.147, 0.052, 0.001], [-0.131, 0.125, 0.039], [-0.572, -0.249, 1.326], [-0.372, -0.344, 0.191], [-0.174, -0.627, -0.017], [-0.082, -0.556, 0.835], [-0.189, -0.331, -0.577], [0.033, -0.268, -0.214], [0.265, 0.174, -0.189], [-0.110, 0.255, -0.165], [0.105, -0.309, 0.023], [0.205, -0.042, 0.196], [0.186, -0.281, 0.093], [0.254, -0.044, -0.317], [-0.537, -0.309, 0.863]], "lowdin_charge": [1.16, 0.47, -0.25, -0.16, -0.04, -0.04, -0.15, -0.18, -0.05, -0.16, 0.14, 0.08, -0.37, -0.14, -0.46, -0.03, -0.31, -0.11, -0.14, -0.16, -0.15, -0.23, 0.00, -0.84, -0.30, -0.04, -0.16, -0.05, -0.09, -0.07, -0.09, -0.38, -0.31, -0.01, 0.09, 0.08, 0.09, 0.10, 0.13, 0.06, 0.06, 0.09, -0.04, 0.09, 0.07, 0.03, 0.13, 0.09, 0.09, 0.09, 0.09, 0.06, 0.05, 0.08, 0.10, 0.10, 0.08, 0.08, 0.09, 0.09, 0.08, 0.04, 0.08, 0.07, 0.09, 0.06, 0.10, 0.05]}